Entry from the OMol25 dataset: a structure of composition C33H53EuN2O2P2 at a distorted geometry (ωB97M-V with the def2-TZVPD basis set).

CARTESIAN COORDINATES (ANGSTROEM)
H -1.175 4.208 3.579
C -4.897 -1.000 -1.138
H -2.073 -4.494 -0.358
H 4.729 -1.638 -1.449
H 1.294 -4.679 1.199
H -5.212 1.166 -4.365
C 2.901 -2.757 -1.173
H 3.348 -0.570 1.433
H -1.784 -2.778 -0.013
H 2.576 -4.459 -2.525
H 2.206 2.077 -4.624
O 2.635 -0.714 2.078
H 2.619 2.585 2.139
N -1.835 -0.260 0.120
C -1.767 5.042 0.672
H -7.103 -0.285 -3.639
C 1.177 1.942 -1.364
H 1.270 -0.267 -4.516
C -3.008 2.934 1.297
P -0.215 2.665 1.072
C -3.830 -0.166 -1.526
C 0.927 2.826 -0.261
H -2.896 3.116 2.374
H 3.314 -0.807 -2.113
H 1.338 -0.795 4.484
C 0.022 -3.970 -0.463
H 3.414 -3.142 0.938
C 3.665 -1.418 -1.273
H -3.945 3.410 0.972
H -3.103 1.855 1.136
H -3.109 1.229 -3.032
Eu 0.386 -0.228 1.122
C 1.310 0.377 -3.640
C 1.904 2.686 2.967
C -6.179 -0.263 -3.054
C 1.806 1.682 -3.693
H -2.675 5.492 0.240
P 1.087 -2.419 -0.758
H 1.388 -5.517 -1.222
H 4.122 -3.625 -2.697
C 0.896 -0.138 -2.416
C 0.396 -5.093 -1.431
C 0.468 -1.617 -2.306
H -2.064 2.143 -1.201
C -0.314 3.552 3.759
H 1.648 1.681 3.340
C 3.208 -1.043 3.381
H 3.665 -0.134 3.784
C -1.421 -1.125 3.109
H 3.975 -1.811 3.225
H 2.422 3.202 3.791
H 1.614 -2.432 3.863
C 2.105 -1.549 4.283
H -0.352 -5.345 1.166
O -2.162 -1.384 3.946
H -0.688 2.550 4.009
H 0.807 -2.159 -3.202
H 3.604 -0.809 -0.358
H 2.137 3.483 -2.538
C 3.515 -3.616 -0.050
H -1.251 3.671 -1.620
H -0.909 5.477 0.143
C 1.139 4.931 2.205
C -1.469 -3.619 -0.645
H -1.745 5.336 1.730
C -1.840 3.525 0.484
H 4.591 -3.735 -0.250
C 1.773 2.455 -2.547
C -2.041 3.220 -1.007
H 0.215 3.934 4.645
C 0.668 3.520 2.572
H 1.507 3.751 -0.308
H 0.320 5.593 1.906
N 0.837 0.606 -1.298
H -1.714 -3.379 -1.689
H -6.882 -1.707 -1.601
C -5.119 0.557 -3.461
C -6.063 -1.053 -1.904
H -3.007 3.634 -1.331
C 0.244 -4.437 0.991
C -3.942 0.600 -2.710
H 2.524 -1.838 5.249
C 3.048 -3.473 -2.516
H -0.084 -3.685 1.725
H 1.613 5.379 3.092
H -0.329 -5.911 -1.299
H -0.635 -1.666 -2.294
H 1.889 4.916 1.406
H 3.075 -4.621 -0.001
C -2.681 -0.122 -0.692
H 0.338 -4.776 -2.481
H 2.655 -2.882 -3.351
H -4.811 -1.598 -0.229

Its gap between HOMO and LUMO (alpha / beta) is 5.52 / 5.57 eV. Its multiplicity is 8. For the electronic energy, the calculation gives -2942.09012 hartree. As for the highest occupied orbital energy (alpha / beta): -8.27 / -8.30 eV. Its net charge is +1. As for the expectation value of S²: 15.760.



Entry from the OMol25 dataset: a cluster of 8 separate species, C33H53F2NO26 in total at a distorted geometry (ωB97M-V with the def2-TZVPD basis set).

CARTESIAN COORDINATES (ANGSTROEM)
H -1.708 0.190 6.347
C 6.143 1.289 -0.210
C -5.095 1.431 -2.756
H -2.777 2.167 7.711
H -5.929 2.501 5.817
H -6.181 1.717 -2.503
O 7.521 1.644 -0.075
H 9.234 -4.612 -0.988
N 2.176 -1.259 2.206
H 9.744 1.022 0.210
O 8.919 -2.580 0.710
C -0.429 -0.641 1.647
O -2.855 -2.772 -0.663
H 9.191 3.660 2.766
O -4.966 3.753 10.954
H -4.032 3.322 7.240
O -3.519 -0.500 5.587
C -1.762 -1.367 1.151
O -12.512 -4.662 -8.713
C -4.042 -1.938 -0.756
H 15.770 3.203 2.582
H -5.930 2.095 4.066
H -9.492 -0.253 -6.056
C 9.460 3.918 1.739
O -8.017 -1.120 -8.104
H 15.590 4.415 1.266
O 13.488 2.773 1.271
F 1.925 0.159 4.342
O -0.533 0.466 2.237
H 10.933 -4.919 -1.383
H -3.108 -0.914 -2.635
O 1.388 -2.056 4.266
O -3.488 1.717 5.072
F 2.959 1.182 1.917
H -8.725 1.077 -5.174
O 10.114 -0.925 -0.294
H -4.655 -2.730 -8.032
O -0.193 -2.141 -2.098
C 16.041 3.463 1.555
H -2.753 -1.314 1.732
C 1.013 -2.096 0.083
H -5.657 -1.790 -9.149
H 12.659 0.043 -1.129
C -11.447 -3.919 -9.065
C -8.684 0.481 -6.087
C 9.766 -2.202 -0.064
C -6.185 4.247 11.505
C 0.990 -1.355 1.317
H 17.126 3.563 1.499
C -4.389 0.632 -1.512
C -5.660 -2.347 -8.209
O -6.048 3.424 8.980
H -4.927 -1.185 -2.684
O 6.909 3.218 1.453
C -10.611 -1.747 -8.975
H 10.545 4.021 1.683
C 7.748 2.640 0.807
H -5.192 0.631 -0.673
H -4.472 1.657 7.759
H -1.748 -1.499 5.817
O 15.652 2.427 0.655
H -9.687 -2.045 -8.476
H -5.123 0.789 -3.705
O -10.462 -4.319 -9.640
H -4.303 -1.356 0.193
H -6.957 3.474 11.486
H 9.553 -0.121 1.545
H 5.561 2.138 -0.576
H -12.336 -6.143 -10.162
C -4.080 0.690 5.312
C -2.091 -0.490 5.583
C 1.808 -1.055 3.621
H -3.457 1.223 -1.210
H -8.801 1.151 -6.942
H 5.745 0.928 0.739
H 10.469 -4.714 0.314
H 9.007 4.868 1.448
H -4.507 2.395 -3.000
C 14.327 2.194 0.622
H 8.324 -0.020 0.245
H 6.075 0.483 -0.941
H -5.996 4.520 12.544
C -0.318 -2.124 -0.847
O 4.099 -0.562 0.998
O 9.072 2.879 0.841
C 3.102 -0.225 1.694
C -4.048 -0.896 -1.982
C 12.726 0.848 -0.397
H -11.560 -6.507 -8.582
H -6.348 -3.194 -8.264
C 10.265 -4.384 -0.707
O 10.527 -2.989 -0.847
H 12.143 1.697 -0.764
O -5.416 0.539 5.348
H -10.898 -0.761 -8.608
C 9.382 0.033 0.476
O -6.000 -1.491 -7.118
H -6.518 5.138 10.968
H 1.971 -2.633 -0.224
H -10.463 -1.682 -10.056
O -7.414 -0.169 -6.126
H -7.212 1.493 5.130
C -1.752 -2.086 -0.086
C -12.413 -6.037 -9.078
C -7.224 -0.944 -7.208
H 12.324 0.485 0.552
H -4.929 -2.664 -0.935
C -6.149 1.733 5.073
O -11.669 -2.656 -8.665
O 14.101 1.204 -0.258
C -3.794 2.500 7.919
H -13.324 -6.537 -8.746
C -5.055 3.376 9.666
H -1.711 -0.216 4.596
O -3.847 2.936 9.276

Its gap between HOMO and LUMO is 8.25 eV. Its multiplicity is 1. For the electronic energy, the calculation gives -3499.76871 hartree. As for the SMILES: CCCCOC1=CC(=O)C(N(C(=O)F)C(=O)F)=CC1=O.COC(=O)OC.COC(=O)OC.COC(=O)OC.COC(=O)OC.COC(=O)OC.COC(=O)OC.COC(=O)OC. As for the highest occupied orbital energy: -10.25 eV.